{"formula": "C16H62O23", "method": "wB97M-V/def2-TZVPD", "e_tot_ha": -2377.057128, "e_homo_ha": -0.360, "symbols": ["O", "H", "H", "O", "H", "H", "O", "H", "H", "O", "H", "H", "O", "H", "H", "O", "H", "H", "O", "H", "H", "C", "C", "O", "O", "H", "H", "H", "H", "H", "H", "C", "C", "O", "O", "H", "H", "H", "H", "H", "H", "C", "C", "O", "O", "H", "H", "H", "H", "H", "H", "C", "C", "O", "O", "H", "H", "H", "H", "H", "H", "C", "C", "O", "O", "H", "H", "H", "H", "H", "H", "C", "C", "O", "O", "H", "H", "H", "H", "H", "H", "C", "C", "O", "O", "H", "H", "H", "H", "H", "H", "C", "C", "O", "O", "H", "H", "H", "H", "H", "H"], "coordinates": [[-1.190, 2.609, 2.508], [-0.245, 2.400, 2.675], [-1.160, 2.323, 1.594], [0.807, 3.971, -1.767], [0.813, 3.279, -1.062], [1.008, 4.772, -1.216], [-3.132, -0.037, -1.043], [-2.441, -0.701, -1.098], [-2.715, 0.768, -0.798], [3.827, 2.251, -0.155], [4.011, 1.350, -0.041], [3.606, 2.431, -1.067], [2.705, 2.428, -2.707], [2.189, 1.798, -3.183], [2.040, 3.081, -2.386], [1.283, 1.349, 3.016], [1.976, 1.955, 3.276], [1.081, 0.890, 3.826], [-2.163, 2.511, -0.494], [-2.432, 2.629, -1.422], [-2.527, 3.339, -0.105], [-1.348, 0.867, -3.781], [-0.424, 0.875, -4.915], [0.885, 0.890, -4.331], [-2.713, 0.856, -4.195], [-1.280, 1.604, -3.033], [-1.269, -0.042, -3.181], [-0.524, 1.810, -5.480], [-0.567, 0.030, -5.573], [1.492, 0.311, -4.820], [-2.994, -0.084, -4.357], [-2.666, -3.896, -0.686], [-1.451, -4.494, 0.057], [-1.181, -5.659, -0.577], [-2.862, -2.610, -0.191], [-3.526, -4.479, -0.445], [-2.599, -4.030, -1.761], [-1.722, -4.779, 1.033], [-0.601, -3.903, -0.040], [-1.014, -6.301, 0.078], [-3.336, -2.867, 0.662], [-3.813, 0.590, 2.184], [-3.872, 0.743, 3.731], [-4.528, 1.924, 4.014], [-3.168, -0.655, 1.758], [-3.280, 1.451, 1.700], [-4.764, 0.815, 1.739], [-2.896, 0.832, 4.127], [-4.468, -0.006, 4.189], [-3.847, 2.601, 4.102], [-3.143, -0.571, 0.750], [-0.370, -3.175, -3.379], [0.941, -2.598, -3.892], [1.545, -1.980, -2.837], [-1.120, -3.762, -4.399], [-1.095, -2.513, -3.026], [-0.210, -3.900, -2.523], [0.801, -1.836, -4.745], [1.633, -3.387, -4.191], [0.797, -1.785, -2.343], [-0.624, -4.502, -4.717], [3.760, -1.459, -0.089], [4.660, -1.005, -1.243], [4.886, -2.079, -2.195], [3.695, -0.300, 0.626], [4.212, -1.991, 0.669], [2.862, -2.052, -0.280], [5.625, -0.744, -0.883], [4.122, -0.145, -1.793], [5.397, -1.663, -2.873], [3.809, -0.608, 1.493], [-0.481, -1.809, 3.392], [-1.184, -2.638, 4.471], [-1.084, -1.897, 5.679], [-0.686, -2.600, 2.206], [0.544, -1.759, 3.561], [-0.842, -0.820, 3.284], [-0.614, -3.549, 4.590], [-2.170, -2.701, 4.241], [-0.249, -1.917, 6.000], [-1.581, -2.917, 2.087], [2.437, 4.509, 1.906], [1.582, 4.752, 3.165], [0.723, 5.838, 2.931], [3.127, 3.314, 2.228], [3.011, 5.408, 1.718], [1.874, 4.312, 1.035], [2.325, 5.064, 3.942], [1.034, 3.841, 3.498], [0.486, 5.909, 2.041], [3.384, 2.958, 1.436], [0.567, 0.735, -0.743], [0.060, -0.405, 0.181], [-0.377, -1.431, -0.648], [0.875, 1.882, 0.008], [-0.080, 0.998, -1.483], [1.468, 0.570, -1.345], [-0.755, -0.161, 0.826], [0.870, -0.934, 0.723], [-0.933, -2.018, -0.136], [1.460, 1.696, 0.750]], "lowdin_charge": [-0.059, -0.006, -0.012, -0.068, 0.014, 0.082, -0.018, 0.012, -0.022, -0.017, -0.025, 0.013, -0.064, -0.014, -0.002, -0.034, 0.029, 0.056, -0.048, 0.067, 0.094, -0.267, -0.202, -0.085, -0.068, 0.089, 0.106, 0.134, 0.123, 0.099, 0.117, -0.205, -0.274, -0.016, -0.094, 0.118, 0.124, 0.117, 0.092, 0.077, 0.140, -0.193, -0.253, -0.054, -0.120, 0.093, 0.109, 0.099, 0.111, 0.092, 0.050, -0.262, -0.251, -0.037, -0.041, 0.087, 0.143, 0.128, 0.129, -0.001, 0.079, -0.237, -0.180, -0.069, -0.063, 0.099, 0.127, 0.113, 0.146, 0.062, 0.085, -0.190, -0.192, -0.023, -0.083, 0.100, 0.094, 0.129, 0.094, 0.023, 0.048, -0.208, -0.228, -0.037, -0.054, 0.127, 0.087, 0.139, 0.100, 0.047, -0.024, -0.178, -0.181, -0.095, -0.091, 0.055, 0.118, 0.103, 0.123, 0.032, 0.066]}



{"formula": "C16H62O23", "method": "wB97M-V/def2-TZVPD", "e_tot_ha": -2377.246020, "e_homo_ha": -0.358, "symbols": ["O", "H", "H", "O", "H", "H", "O", "H", "H", "O", "H", "H", "O", "H", "H", "O", "H", "H", "O", "H", "H", "C", "C", "O", "O", "H", "H", "H", "H", "H", "H", "C", "C", "O", "O", "H", "H", "H", "H", "H", "H", "C", "C", "O", "O", "H", "H", "H", "H", "H", "H", "C", "C", "O", "O", "H", "H", "H", "H", "H", "H", "C", "C", "O", "O", "H", "H", "H", "H", "H", "H", "C", "C", "O", "O", "H", "H", "H", "H", "H", "H", "C", "C", "O", "O", "H", "H", "H", "H", "H", "H", "C", "C", "O", "O", "H", "H", "H", "H", "H", "H"], "coordinates": [[4.792, 1.444, -0.395], [5.660, 1.822, -0.401], [4.314, 1.572, 0.437], [0.767, 0.853, 1.762], [0.532, 0.070, 1.245], [0.496, 0.764, 2.688], [-0.198, -1.373, -3.188], [-0.557, -0.655, -3.752], [-0.732, -2.194, -3.421], [4.703, -1.246, 1.323], [4.115, -0.612, 1.769], [4.788, -0.823, 0.460], [-1.812, 1.032, -3.700], [-1.537, 1.707, -4.390], [-1.346, 1.366, -2.949], [-0.132, 2.275, -1.720], [0.459, 1.581, -1.379], [-0.433, 2.721, -0.899], [0.126, -0.958, -0.119], [0.005, -1.737, 0.423], [-0.117, -1.199, -1.020], [-2.887, -2.139, 1.683], [-3.667, -2.205, 0.417], [-2.772, -2.121, -0.657], [-2.231, -0.874, 1.748], [-2.106, -2.951, 1.662], [-3.522, -2.375, 2.529], [-4.499, -1.468, 0.390], [-4.088, -3.212, 0.452], [-2.926, -1.392, -1.238], [-1.858, -0.694, 0.873], [-3.192, -3.412, -3.474], [-3.472, -2.104, -4.168], [-3.697, -1.136, -3.239], [-1.936, -3.499, -2.887], [-3.295, -4.206, -4.186], [-4.012, -3.626, -2.784], [-4.408, -2.231, -4.667], [-2.699, -1.832, -4.857], [-3.077, -0.426, -3.387], [-2.040, -3.225, -1.976], [0.455, 4.155, 1.017], [0.152, 5.500, 0.404], [0.141, 5.372, -1.001], [-0.515, 3.176, 0.740], [0.330, 4.382, 2.095], [1.450, 3.772, 0.827], [0.951, 6.199, 0.676], [-0.834, 5.918, 0.809], [-0.186, 6.140, -1.409], [-0.272, 2.270, 0.962], [5.200, -5.506, 0.488], [3.865, -4.766, 0.265], [3.514, -3.915, 1.396], [6.303, -4.708, 0.121], [5.182, -6.417, -0.129], [5.224, -5.834, 1.536], [3.110, -5.521, 0.258], [3.763, -4.312, -0.742], [3.864, -3.020, 1.255], [6.439, -4.036, 0.802], [3.306, 0.463, 4.416], [2.385, 1.407, 5.050], [1.068, 1.244, 4.502], [3.385, 0.753, 2.978], [2.881, -0.509, 4.564], [4.280, 0.605, 4.825], [2.633, 2.437, 4.810], [2.391, 1.388, 6.122], [0.805, 0.355, 4.739], [2.476, 0.893, 2.644], [-3.957, 1.577, -0.421], [-4.495, 2.000, 0.948], [-4.879, 0.842, 1.721], [-2.660, 1.024, -0.223], [-3.802, 2.405, -1.141], [-4.651, 0.886, -0.917], [-5.252, 2.753, 0.966], [-3.624, 2.436, 1.497], [-4.094, 0.257, 1.557], [-2.040, 1.673, -0.634], [-0.357, 3.857, -5.967], [0.802, 3.840, -4.989], [0.416, 4.504, -3.775], [-1.560, 3.487, -5.310], [-0.215, 3.092, -6.730], [-0.549, 4.873, -6.345], [1.705, 4.346, -5.390], [1.174, 2.871, -4.716], [0.720, 4.102, -2.956], [-1.330, 3.810, -4.397], [-0.320, -2.220, 4.254], [1.027, -2.727, 3.825], [1.039, -2.911, 2.405], [-0.544, -0.846, 3.958], [-0.519, -2.461, 5.355], [-1.043, -2.736, 3.669], [1.216, -3.651, 4.373], [1.952, -2.090, 3.998], [1.844, -3.357, 2.083], [-1.257, -0.800, 3.277]], "lowdin_charge": [-0.042, 0.032, 0.033, -0.045, 0.010, 0.030, -0.088, 0.020, 0.040, -0.054, 0.012, 0.033, -0.059, 0.064, -0.017, -0.052, 0.074, 0.007, -0.032, 0.039, 0.030, -0.219, -0.223, -0.061, -0.098, 0.134, 0.132, 0.138, 0.128, 0.059, 0.051, -0.248, -0.268, -0.046, -0.061, 0.112, 0.128, 0.115, 0.124, 0.039, 0.054, -0.230, -0.231, -0.049, -0.094, 0.131, 0.127, 0.120, 0.147, 0.067, 0.052, -0.251, -0.197, -0.104, -0.064, 0.120, 0.120, 0.097, 0.134, 0.042, 0.089, -0.188, -0.226, -0.075, -0.092, 0.090, 0.123, 0.127, 0.118, 0.051, 0.046, -0.210, -0.210, -0.085, -0.096, 0.132, 0.123, 0.106, 0.126, 0.049, 0.070, -0.226, -0.217, -0.093, -0.101, 0.124, 0.125, 0.125, 0.112, 0.056, 0.089, -0.217, -0.221, -0.080, -0.094, 0.145, 0.090, 0.117, 0.118, 0.050, 0.068]}